DFT (ωB97M-V with the def2-TZVPD basis set) results for a 16-piece molecular cluster, C72H187N11O25 overall.

```
! RIJCOSX wB97M-V def2-TZVPD def2/J DEFGRID3
* xyz 0 1
C 19.682 -15.865 0.138
C 19.126 -16.957 -0.718
C 17.807 -17.542 -0.116
O 17.288 -18.694 -0.813
C 18.112 -19.814 -0.549
N 19.143 -16.581 -2.093
H 19.054 -14.976 0.088
H 20.638 -15.651 -0.339
H 19.855 -16.167 1.171
H 19.952 -17.663 -0.631
H 16.952 -16.867 -0.112
H 17.796 -17.799 0.943
H 17.667 -20.651 -1.086
H 18.216 -20.001 0.520
H 19.117 -19.712 -0.957
H 20.010 -16.340 -2.553
H 18.724 -17.301 -2.664
C 21.806 -17.936 1.794
C 23.260 -17.616 1.716
C 24.082 -17.792 3.098
O 23.526 -17.086 4.173
C 23.547 -15.699 4.154
N 23.859 -18.286 0.578
H 21.355 -17.786 0.813
H 21.322 -17.394 2.606
H 21.630 -18.978 2.063
H 23.312 -16.605 1.313
H 25.135 -17.522 3.178
H 24.190 -18.874 3.176
H 24.448 -15.292 4.613
H 22.627 -15.339 4.614
H 23.628 -15.270 3.155
H 24.579 -18.884 0.956
H 23.318 -18.813 -0.093
C 23.755 -13.428 8.405
C 23.827 -12.207 7.441
O 24.377 -12.714 6.183
H 22.932 -14.077 8.105
H 23.493 -13.257 9.449
H 24.632 -14.070 8.313
H 24.522 -11.466 7.836
H 22.847 -11.795 7.204
H 24.020 -12.192 5.460
C 22.149 -21.249 -1.214
C 22.533 -20.050 -2.155
O 23.841 -19.764 -2.141
H 22.553 -21.264 -0.202
H 22.513 -22.068 -1.833
H 21.081 -21.434 -1.330
H 22.009 -19.119 -1.937
H 22.245 -20.205 -3.194
H 24.041 -19.136 -2.839
C 21.197 -12.315 -1.160
C 19.872 -12.593 -1.766
O 19.656 -11.614 -2.846
H 21.117 -11.324 -0.713
H 22.070 -12.251 -1.809
H 21.377 -12.959 -0.299
H 19.067 -12.464 -1.043
H 19.786 -13.656 -1.991
H 19.910 -11.835 -3.745
C 27.147 -16.261 0.538
C 26.170 -15.163 0.980
O 26.590 -13.953 0.439
H 26.620 -17.215 0.546
H 28.008 -16.295 1.205
H 27.556 -16.128 -0.464
H 26.004 -15.132 2.056
H 25.149 -15.250 0.608
H 26.218 -13.186 0.880
C 30.682 -18.985 2.673
C 29.867 -19.584 3.805
O 29.065 -18.519 4.332
H 30.244 -18.382 1.878
H 31.135 -19.844 2.178
H 31.429 -18.324 3.112
H 30.471 -19.856 4.671
H 29.301 -20.513 3.743
H 28.563 -18.822 5.092
C 28.561 -15.404 5.899
O 28.836 -14.155 6.598
C 27.627 -13.478 7.019
C 27.658 -11.927 6.869
N 28.406 -11.187 7.897
C 29.886 -11.408 7.794
C 30.632 -10.211 8.442
O 30.259 -8.967 7.803
C 31.070 -8.560 6.758
H 28.150 -16.203 6.517
H 29.556 -15.793 5.681
H 27.989 -15.145 5.008
H 27.316 -13.784 8.018
H 26.833 -13.789 6.340
H 26.626 -11.592 6.969
H 27.855 -11.719 5.817
H 28.482 -10.185 7.799
H 30.117 -11.465 6.730
H 30.186 -12.401 8.129
H 31.700 -10.424 8.395
H 30.334 -10.297 9.487
H 31.045 -9.267 5.929
H 32.101 -8.599 7.110
H 30.703 -7.608 6.373
C 22.694 -26.099 -3.240
O 22.209 -24.846 -2.655
C 21.922 -25.066 -1.313
C 23.133 -24.815 -0.463
N 22.934 -25.348 0.891
C 23.257 -26.781 0.853
C 22.259 -27.609 1.766
O 22.498 -27.144 3.103
C 21.527 -27.723 3.986
H 22.927 -26.061 -4.304
H 21.968 -26.911 -3.184
H 23.506 -26.552 -2.672
H 21.354 -25.989 -1.202
H 21.089 -24.390 -1.122
H 23.495 -23.787 -0.421
H 24.053 -25.277 -0.823
H 23.614 -24.968 1.534
H 24.295 -26.886 1.167
H 23.162 -27.141 -0.172
H 22.604 -28.642 1.723
H 21.231 -27.475 1.430
H 21.042 -28.628 3.620
H 20.807 -26.912 4.098
H 21.919 -27.910 4.986
C 22.646 -9.430 4.665
O 23.018 -10.686 4.025
C 23.072 -10.695 2.597
C 23.747 -11.937 1.999
N 25.213 -11.758 1.756
C 25.903 -11.666 3.055
C 27.223 -10.902 2.820
O 26.857 -9.637 2.253
C 26.780 -8.582 3.231
H 23.551 -8.827 4.591
H 22.462 -9.724 5.699
H 21.712 -9.020 4.282
H 23.592 -9.780 2.314
H 22.034 -10.724 2.268
H 23.323 -12.286 1.057
H 23.410 -12.776 2.607
H 25.461 -10.929 1.234
H 26.008 -12.597 3.613
H 25.274 -11.124 3.761
H 27.720 -11.311 1.941
H 27.936 -10.853 3.642
H 26.528 -8.891 4.245
H 26.043 -7.842 2.918
H 27.754 -8.119 3.391
C 21.414 -14.893 -4.562
O 21.439 -16.169 -3.885
C 22.509 -16.189 -2.944
C 23.887 -16.315 -3.551
N 24.050 -17.716 -4.087
C 25.454 -17.897 -4.282
C 25.855 -17.453 -5.683
O 24.965 -17.828 -6.787
C 25.076 -19.252 -7.188
H 20.656 -15.038 -5.331
H 22.359 -14.683 -5.063
H 21.153 -14.125 -3.833
H 22.349 -17.026 -2.264
H 22.431 -15.258 -2.382
H 24.590 -16.068 -2.755
H 24.083 -15.529 -4.281
H 23.621 -17.888 -4.984
H 25.690 -18.961 -4.251
H 26.133 -17.501 -3.526
H 26.855 -17.653 -6.067
H 25.905 -16.366 -5.746
H 24.110 -19.557 -7.591
H 25.303 -19.854 -6.308
H 25.654 -19.625 -8.033
C 19.773 -20.514 7.363
O 19.882 -20.302 5.971
C 21.046 -19.789 5.418
C 21.602 -20.662 4.135
N 21.952 -21.956 4.616
C 22.210 -22.933 3.534
C 23.448 -22.416 2.624
O 24.638 -22.065 3.402
C 25.549 -21.480 2.464
H 20.529 -21.210 7.727
H 18.841 -21.030 7.594
H 19.851 -19.589 7.935
H 21.838 -19.834 6.166
H 20.628 -18.816 5.160
H 22.470 -20.135 3.739
H 20.817 -20.735 3.383
H 22.815 -21.837 5.126
H 21.314 -22.979 2.916
H 22.410 -23.931 3.925
H 23.141 -21.637 1.926
H 23.762 -23.272 2.027
H 25.800 -22.185 1.671
H 26.538 -21.171 2.803
H 25.035 -20.614 2.047
C 28.625 -19.284 -0.846
O 28.591 -20.419 -1.676
C 27.360 -21.074 -1.686
C 27.289 -22.074 -2.855
N 28.004 -23.338 -2.663
C 27.216 -24.514 -3.045
C 26.944 -24.676 -4.512
O 28.110 -24.863 -5.356
C 27.929 -25.621 -6.588
H 29.551 -18.710 -0.897
H 28.338 -19.493 0.185
H 27.839 -18.642 -1.243
H 26.515 -20.391 -1.598
H 27.224 -21.601 -0.742
H 27.791 -21.654 -3.727
H 26.227 -22.270 -3.003
H 28.977 -23.450 -2.910
H 26.300 -24.585 -2.458
H 27.689 -25.390 -2.600
H 26.451 -23.790 -4.911
H 26.332 -25.577 -4.543
H 27.954 -26.680 -6.331
H 28.683 -25.274 -7.295
H 26.995 -25.344 -7.078
C 18.129 -17.678 3.612
O 18.468 -17.076 4.866
C 17.372 -16.988 5.678
C 17.675 -16.289 7.052
N 16.506 -16.375 7.954
C 15.305 -15.711 7.414
C 15.536 -14.228 7.311
O 15.746 -13.718 8.651
C 14.574 -13.440 9.433
H 17.412 -17.128 3.003
H 17.804 -18.714 3.709
H 19.054 -17.751 3.040
H 17.066 -18.027 5.804
H 16.582 -16.488 5.118
H 18.093 -15.290 6.924
H 18.528 -16.717 7.578
H 16.758 -15.932 8.826
H 14.470 -15.723 8.116
H 14.887 -16.339 6.628
H 14.650 -13.753 6.889
H 16.371 -13.976 6.658
H 13.757 -13.070 8.813
H 14.781 -12.839 10.317
H 14.325 -14.343 9.991
C 24.522 -17.394 11.842
O 23.314 -17.052 11.266
C 23.614 -16.683 9.901
C 22.185 -16.457 9.265
N 21.485 -15.436 9.975
C 20.131 -15.350 9.451
C 19.309 -14.180 9.959
O 18.693 -14.739 11.145
C 17.706 -13.851 11.744
H 25.315 -16.701 11.560
H 24.646 -18.438 11.555
H 24.478 -17.371 12.931
H 24.002 -17.574 9.407
H 24.323 -15.856 9.870
H 21.644 -17.398 9.365
H 22.246 -16.132 8.227
H 21.299 -15.710 10.929
H 19.478 -16.208 9.612
H 20.189 -15.165 8.379
H 18.478 -13.829 9.348
H 19.969 -13.329 10.129
H 16.874 -13.662 11.066
H 18.127 -12.882 12.008
H 17.271 -14.253 12.659
C 29.017 -20.574 8.714
O 28.154 -20.389 7.551
C 26.902 -21.036 7.514
C 26.925 -22.590 7.460
N 26.949 -23.132 6.133
C 28.035 -22.718 5.266
C 29.299 -23.431 5.695
O 30.375 -23.205 4.763
C 30.159 -23.862 3.502
H 29.262 -21.599 8.991
H 28.733 -20.024 9.611
H 29.976 -20.133 8.441
H 26.348 -20.589 6.689
H 26.395 -20.773 8.443
H 25.998 -22.762 8.008
H 27.740 -23.129 7.944
H 26.033 -22.945 5.751
H 28.245 -21.655 5.388
H 27.704 -22.969 4.258
H 29.020 -24.479 5.803
H 29.597 -23.064 6.677
H 31.073 -24.073 2.945
H 29.327 -23.441 2.939
H 29.837 -24.897 3.617
*
```

Results
HOMO ... -8.33 eV
Kohn-Sham gap ... 8.79 eV
LUMO level ... 0.017 Eh